[1]
ORCA calculation (wB97M-V/def2-TZVPD) on one molecule with the formula C2H5NO2.

Each line ends with the Mulliken charge.
Positions of all 10 atoms, in Å:
C: -2.51 -0.06 0.02  -0.38
C: 2.03 0.07 0.06  -0.49
N: -0.20 -0.24 -0.01  -0.44
O: -1.32 0.46 0.12  0.03
O: 0.80 0.69 0.09  -0.11
H: -2.67 -1.15 -0.16  0.29
H: -3.24 0.64 -0.02  0.35
H: 2.30 -0.63 0.98  0.21
H: 2.67 0.82 -0.19  0.31
H: 2.15 -0.61 -0.87  0.22

Gap between HOMO and LUMO (alpha / beta), eV: 8.39 / 9.06
DFT total energy, a.u.: -284.211094
Relative energy (zero: lowest compared OMol25 entry of this formula, charge and spin), eV: 6.974
2S+1: 1

***

[2]
ORCA calculation (wB97M-V/def2-TZVPD) on C2H5NO2 as an isolated structure.

Each line ends with the Mulliken charge.
Positions of all 10 atoms, in Å:
N: -0.63 -0.83 -1.45  -0.30
C: 0.35 -0.13 -0.84  -0.08
O: 0.10 1.14 -0.77  -0.37
C: 0.64 0.59 0.89  -0.15
O: 0.24 -0.48 1.66  -0.42
H: -1.42 -0.33 -1.86  0.21
H: -0.51 -1.81 -1.68  0.24
H: 1.71 0.66 0.81  0.26
H: 0.17 1.51 1.25  0.26
H: -0.65 -0.31 1.99  0.35

Gap between HOMO and LUMO, eV: 8.75
DFT total energy, a.u.: -284.299575
Relative energy (zero: lowest compared OMol25 entry of this formula, charge and spin), eV: 4.566
2S+1: 1

***

[3]
ORCA calculation (wB97M-V/def2-TZVPD) on one molecule with the formula C2H5NO2.

Each line ends with the Mulliken charge.
Positions of all 10 atoms, in Å:
N: 0.96 0.55 0.85  -0.52
C: -0.37 0.01 0.55  -0.29
C: -0.74 -0.42 -0.97  0.51
O: -1.90 -0.75 -1.22  -0.55
O: 0.23 -0.52 -1.88  -0.45
H: 1.08 0.54 1.86  0.21
H: 1.27 1.36 0.43  0.18
H: -1.31 0.49 0.89  0.27
H: -0.37 -0.95 1.06  0.29
H: 1.14 -0.32 -1.55  0.35

Gap between HOMO and LUMO, eV: 10.62
SMILES: NCC(=O)O
DFT total energy, a.u.: -284.435946
Relative energy (zero: lowest compared OMol25 entry of this formula, charge and spin), eV: 0.855
2S+1: 1

***

[4]
ORCA calculation (wB97M-V/def2-TZVPD) on one molecule with the formula C2H5NO2.

Each line ends with the Mulliken charge.
Positions of all 10 atoms, in Å:
O: 2.17 -0.24 0.12  -0.65
N: 0.97 -0.08 -0.28  0.14
C: -0.23 1.09 -0.01  -0.62
C: -0.27 -0.29 0.49  0.16
O: -1.29 -1.01 -0.12  -0.50
H: 0.64 -0.18 -1.30  0.28
H: -0.83 1.23 -0.96  0.24
H: 0.05 1.87 0.68  0.30
H: -0.15 -0.51 1.60  0.34
H: -1.05 -1.88 -0.22  0.30

Gap between HOMO and LUMO, eV: 9.13
SMILES: [O-][N@@H+]1C[C@H]1O
DFT total energy, a.u.: -284.275397
Relative energy (zero: lowest compared OMol25 entry of this formula, charge and spin), eV: 5.224
2S+1: 1

***

[5]
ORCA calculation (wB97M-V/def2-TZVPD) on a 2-piece molecular cluster, C2H5NO2 overall.

Each line ends with the Mulliken charge.
Positions of all 10 atoms, in Å:
C: -1.14 0.45 -0.14  0.39
C: 1.61 -0.19 -0.11  -0.47
N: -2.17 0.30 0.71  -0.41
O: -2.13 -0.31 -0.65  -0.27
O: 0.49 -0.72 0.39  -0.52
H: -0.63 1.25 -0.51  0.38
H: 2.32 0.26 0.71  0.17
H: 1.44 0.60 -0.98  0.21
H: 2.15 -1.07 -0.61  0.19
H: -1.94 -0.57 1.19  0.34

Gap between HOMO and LUMO (alpha / beta), eV: 9.43 / 9.43
DFT total energy, a.u.: -284.216848
Relative energy (zero: lowest compared OMol25 entry of this formula, charge and spin), eV: 6.817
2S+1: 1

***

[6]
ORCA calculation (wB97M-V/def2-TZVPD) on one molecule with the formula C2H5NO2.

Each line ends with the Mulliken charge.
Positions of all 10 atoms, in Å:
N: -0.82 -0.29 -0.88  -0.67
C: 0.52 -0.11 -0.33  -0.09
C: 0.56 0.22 1.21  0.39
O: 1.57 0.59 1.78  -0.53
O: -0.72 0.41 1.66  -0.50
H: -0.88 -1.08 -1.52  0.25
H: -1.13 0.41 -1.53  0.20
H: 1.07 -1.13 -0.22  0.21
H: 1.11 0.54 -0.99  0.31
H: -1.27 0.44 0.81  0.42

Gap between HOMO and LUMO, eV: 10.70
SMILES: NCC(=O)O
DFT total energy, a.u.: -284.430347
Relative energy (zero: lowest compared OMol25 entry of this formula, charge and spin), eV: 1.007
2S+1: 1

***

[7]
ORCA calculation (wB97M-V/def2-TZVPD) on one molecule with the formula C2H5NO2.

Each line ends with the Mulliken charge.
Positions of all 10 atoms, in Å:
N: -2.03 0.06 0.11  -0.59
C: -0.74 -0.67 -0.27  -0.43
C: 0.62 0.13 -0.15  0.53
O: 0.72 1.32 -0.05  -0.52
O: 1.57 -0.74 0.10  -0.44
H: -1.85 1.08 0.07  0.27
H: -2.09 -0.14 1.08  0.27
H: -0.74 -1.01 -1.28  0.27
H: -0.61 -1.44 0.47  0.29
H: 1.84 -0.38 1.00  0.35

Gap between HOMO and LUMO, eV: 10.32
SMILES: NCC(=O)O
DFT total energy, a.u.: -284.420918
Relative energy (zero: lowest compared OMol25 entry of this formula, charge and spin), eV: 1.264
2S+1: 1

***

[8]
ORCA calculation (wB97M-V/def2-TZVPD) on one molecule with the formula C2H5NO2.

Each line ends with the Mulliken charge.
Positions of all 10 atoms, in Å:
C: -1.60 -0.36 -0.03  -0.60
O: -0.87 0.81 -0.21  -0.31
C: 0.44 0.79 0.00  0.17
N: 1.18 -0.26 -0.22  -0.38
O: 2.52 0.10 -0.08  -0.38
H: -2.38 -0.53 -0.82  0.23
H: -0.93 -1.27 -0.02  0.33
H: -2.08 -0.34 0.97  0.23
H: 0.80 1.79 0.22  0.37
H: 2.90 -0.73 0.20  0.35

Gap between HOMO and LUMO, eV: 10.24
SMILES: CO/C=N/O
DFT total energy, a.u.: -284.351227
Relative energy (zero: lowest compared OMol25 entry of this formula, charge and spin), eV: 3.160
2S+1: 1

***

[9]
ORCA calculation (wB97M-V/def2-TZVPD) on one molecule with the formula C2H5NO2.

Each line ends with the Mulliken charge.
Positions of all 10 atoms, in Å:
N: 0.96 -0.03 -0.90  -0.70
C: -0.46 -0.03 -0.46  -0.14
C: -0.60 0.02 1.04  0.45
O: -1.76 0.08 1.48  -0.58
O: 0.43 -0.23 1.86  -0.45
H: 1.24 0.94 -0.72  0.23
H: 0.96 -0.18 -1.88  0.25
H: -0.98 -0.92 -0.90  0.29
H: -1.09 0.73 -0.90  0.28
H: 1.29 -0.38 1.37  0.37

Gap between HOMO and LUMO, eV: 10.80
SMILES: NCC(=O)O
DFT total energy, a.u.: -284.440307
Relative energy (zero: lowest compared OMol25 entry of this formula, charge and spin), eV: 0.736
2S+1: 1

***

[10]
ORCA calculation (wB97M-V/def2-TZVPD) on C2H5NO2 as an isolated structure.

Each line ends with the Mulliken charge.
Positions of all 10 atoms, in Å:
N: 1.43 0.14 -0.03  -0.35
C: 0.40 -0.65 0.35  0.51
O: 0.39 -1.80 0.71  -0.54
C: -1.22 0.15 -0.29  -0.25
O: -1.17 1.46 -0.01  -0.68
H: 2.39 -0.17 0.05  0.23
H: 1.22 1.10 -0.29  0.25
H: -1.01 -0.18 -1.33  0.29
H: -1.96 -0.50 0.20  0.28
H: -0.46 0.45 0.64  0.28

Gap between HOMO and LUMO, eV: 9.34
DFT total energy, a.u.: -284.297297
Relative energy (zero: lowest compared OMol25 entry of this formula, charge and spin), eV: 4.628
2S+1: 1

***

[11]
ORCA calculation (wB97M-V/def2-TZVPD) on one molecule with the formula C2H5NO2.

Each line ends with the Mulliken charge.
Positions of all 10 atoms, in Å:
N: -0.70 0.71 0.42  -0.70
C: 0.56 0.18 0.55  -0.21
C: 0.63 -0.84 -0.77  0.42
O: 1.49 -1.63 -0.82  -0.50
O: -0.44 -0.81 -1.58  -0.51
H: -1.12 1.84 0.15  0.28
H: -1.42 0.47 1.13  0.25
H: 0.63 -0.52 1.28  0.24
H: 1.46 0.80 0.73  0.28
H: -1.08 -0.19 -1.09  0.45

Gap between HOMO and LUMO, eV: 9.70
SMILES: NCC(=O)O
DFT total energy, a.u.: -284.392629
Relative energy (zero: lowest compared OMol25 entry of this formula, charge and spin), eV: 2.034
2S+1: 1

***

[12]
ORCA calculation (wB97M-V/def2-TZVPD) on one molecule with the formula C2H5NO2.

Each line ends with the Mulliken charge.
Positions of all 10 atoms, in Å:
O: -1.29 0.76 0.29  -0.52
C: -0.63 -0.28 -0.36  0.05
N: 0.12 -1.23 0.52  -0.57
C: 0.85 -0.31 -0.30  -0.05
O: 1.46 0.84 0.20  -0.53
H: -1.65 1.37 -0.36  0.32
H: -1.18 -0.72 -1.20  0.35
H: 0.05 -0.97 1.50  0.28
H: 1.43 -0.75 -1.09  0.35
H: 0.83 1.29 0.79  0.34

Gap between HOMO and LUMO, eV: 9.93
SMILES: O[C@@H]1N[C@@H]1O
DFT total energy, a.u.: -284.387733
Relative energy (zero: lowest compared OMol25 entry of this formula, charge and spin), eV: 2.167
2S+1: 1

***

[13]
ORCA calculation (wB97M-V/def2-TZVPD) on one molecule with the formula C2H5NO2.

Each line ends with the Mulliken charge.
Positions of all 10 atoms, in Å:
C: -0.95 0.41 -0.85  -0.73
N: 0.13 -0.46 -0.45  -0.19
C: 0.98 -0.24 0.62  0.58
O: 2.16 -0.46 0.64  -0.56
O: 0.31 0.16 1.71  -0.47
H: -1.45 0.80 0.10  0.27
H: -0.55 1.17 -1.51  0.28
H: -1.75 -0.04 -1.47  0.26
H: 0.38 -1.05 -1.24  0.24
H: 0.74 -0.28 2.46  0.32

Gap between HOMO and LUMO, eV: 10.38
SMILES: CNC(=O)O
DFT total energy, a.u.: -284.447813
Relative energy (zero: lowest compared OMol25 entry of this formula, charge and spin), eV: 0.532
2S+1: 1

***

[14]
ORCA calculation (wB97M-V/def2-TZVPD) on a 2-piece molecular cluster, C2H5NO2 overall.

Each line ends with the Mulliken charge.
Positions of all 10 atoms, in Å:
N: -1.73 -0.85 -1.35  -0.37
C: -0.65 -0.09 -1.06  0.16
O: 0.43 -0.26 -1.58  -0.55
H: -2.61 -0.72 -0.89  0.21
H: -1.58 -1.73 -1.80  0.23
H: -0.75 0.72 -0.33  0.31
C: 1.33 0.22 2.37  -0.07
O: 0.85 1.06 1.67  -0.36
H: 0.76 -0.19 3.21  0.21
H: 2.32 -0.23 2.24  0.23

Gap between HOMO and LUMO, eV: 10.61
SMILES: NC=O.C=O
DFT total energy, a.u.: -284.416302
Relative energy (zero: lowest compared OMol25 entry of this formula, charge and spin), eV: 1.390
2S+1: 1

***

[15]
ORCA calculation (wB97M-V/def2-TZVPD) on C2H5NO2P as an isolated structure.

Each line ends with the Mulliken charge.
Positions of all 11 atoms, in Å:
C: -0.76 0.96 -0.30  -0.12
C: -1.10 -0.52 -0.04  -0.96
N: 1.40 0.12 0.45  0.24
O: 2.53 0.51 0.65  -0.71
O: 0.56 1.13 -0.67  -0.54
P: 1.02 -1.37 -0.42  -0.02
H: -1.09 1.29 -1.31  0.15
H: -1.01 1.79 0.41  0.20
H: -0.97 -0.82 1.09  0.28
H: -1.79 -1.01 -0.59  0.49
H: 1.21 -2.07 0.73  -0.01

Gap between HOMO and LUMO (alpha / beta), eV: 6.12 / 6.12
DFT total energy, a.u.: -625.607777
Relative energy (zero: lowest compared OMol25 entry of this formula, charge and spin), eV: 7.862
2S+1: 1
Total charge: -1

***

[16]
ORCA calculation (wB97M-V/def2-TZVPD) on C2H5NO2S as an isolated structure.

Each line ends with the Mulliken charge.
Positions of all 11 atoms, in Å:
C: 1.61 0.39 -0.13  -0.92
C: 0.40 -0.54 -0.17  0.68
N: -0.84 0.08 0.01  -0.04
O: -2.12 -1.21 0.30  -0.47
O: 0.53 -1.76 -0.16  -0.55
S: -1.58 1.52 -0.22  -0.06
H: 1.59 1.52 -0.31  0.29
H: 2.09 0.32 0.80  0.30
H: 2.43 -0.03 -0.75  0.30
H: -1.98 -1.84 -0.39  0.31
H: -2.11 1.55 1.02  0.17

Gap between HOMO and LUMO (alpha / beta), eV: 9.14 / 9.13
DFT total energy, a.u.: -682.496565
Relative energy (zero: lowest compared OMol25 entry of this formula, charge and spin), eV: 3.892
2S+1: 1

***

[17]
ORCA calculation (wB97M-V/def2-TZVPD) on one molecule with the formula C2H5NO2S.

Each line ends with the Mulliken charge.
Positions of all 11 atoms, in Å:
O: -1.35 0.85 0.13  -0.57
C: 0.05 0.96 0.43  -0.44
C: 0.85 -0.07 -0.35  0.32
S: 2.14 0.32 -1.30  -0.36
N: 0.37 -1.29 -0.24  -0.04
O: -0.61 -1.65 0.64  -0.42
H: -1.50 1.20 -0.75  0.32
H: 0.40 1.98 0.21  0.34
H: 0.16 0.75 1.49  0.25
H: 0.80 -2.06 -0.69  0.22
H: -1.30 -1.01 0.43  0.40

Gap between HOMO and LUMO, eV: 9.08
SMILES: OCC(=S)NO
DFT total energy, a.u.: -682.561902
Relative energy (zero: lowest compared OMol25 entry of this formula, charge and spin), eV: 2.114
2S+1: 1

***

[18]
ORCA calculation (wB97M-V/def2-TZVPD) on a 2-piece molecular cluster, C2H5NO2S overall.

Each line ends with the Mulliken charge.
Positions of all 11 atoms, in Å:
C: 0.00 0.78 0.01  -0.58
C: 0.93 -0.34 0.00  -0.45
N: -2.05 -0.46 -0.74  0.69
O: -3.07 0.13 -0.54  -0.45
O: -1.78 -1.52 -1.20  -0.43
S: 2.53 0.28 0.75  -0.19
H: 0.03 1.51 -0.78  0.31
H: -0.46 1.08 0.93  0.34
H: 0.61 -1.19 0.60  0.31
H: 1.20 -0.66 -1.01  0.32
H: 2.06 0.39 1.99  0.13

Gap between HOMO and LUMO (alpha / beta), eV: 9.18 / 7.28
DFT total energy, a.u.: -682.441524
Relative energy (zero: lowest compared OMol25 entry of this formula, charge and spin), eV: 5.389
2S+1: 1

***

[19]
ORCA calculation (wB97M-V/def2-TZVPD) on C2H5NO2S as an isolated structure.

Each line ends with the Mulliken spin population.
Positions of all 11 atoms, in Å:
C: 0.03 1.08 -0.21  0.62
C: -0.50 0.63 -1.49  0.15
N: 0.57 -0.99 2.04  0.05
O: 0.86 1.86 0.18  0.24
O: -0.46 -2.00 -0.06  0.32
S: -0.69 -0.92 0.94  0.60
H: 0.13 -0.11 -1.76  0.01
H: -1.53 0.21 -1.34  0.01
H: -0.33 1.38 -2.26  -0.01
H: 0.59 -0.16 2.67  0.00
H: 1.33 -0.96 1.30  0.02

Gap between HOMO and LUMO (alpha / beta), eV: 6.94 / 9.21
DFT total energy, a.u.: -682.468308
Relative energy (zero: lowest compared OMol25 entry of this formula, charge and spin), eV: 0.311
2S+1: 3

***

[20]
ORCA calculation (wB97M-V/def2-TZVPD) on a 2-piece molecular cluster, C2H5NO2S overall.

Each line ends with the Mulliken spin population.
Positions of all 11 atoms, in Å:
C: 3.99 -0.31 -0.51  -0.03
C: 0.55 -1.10 -0.72  -0.05
N: -1.71 -0.08 -0.01  0.30
O: 4.15 -1.21 0.19  0.01
O: 3.76 0.61 -1.15  0.01
S: -0.14 -0.22 0.71  1.65
H: 1.12 -0.39 -1.31  0.03
H: -0.16 -1.35 -1.49  0.02
H: 1.16 -1.89 -0.43  0.06
H: -2.41 0.00 0.84  -0.03
H: -1.64 0.85 -0.57  0.02

Gap between HOMO and LUMO (alpha / beta), eV: 5.11 / 8.16
DFT total energy, a.u.: -682.479721
Relative energy (zero: lowest compared OMol25 entry of this formula, charge and spin), eV: 0.000
2S+1: 3